Density functional theory data (wB97M-V/def2-TZVPD) for one molecule with the formula C4H6O2.

The total energy is -306.39677 Ha. As for the SMILES: OCC#CCO. The energy relative to the best compared isomer or geometry (same formula, charge and spin) is 287.5 kJ/mol.

```
12
Properties=species:S:1:pos:R:3:forces:R:3
O 1.572 1.494 0.263 -0.08 0.12 0.17
C 2.028 0.159 0.107 0.18 -0.29 -0.11
C 0.840 -0.673 -0.129 -0.61 -0.02 0.03
C -0.338 -0.936 -0.170 0.55 0.22 0.03
C -1.797 -0.759 -0.134 -0.05 -0.32 0.01
O -2.070 0.612 0.122 -0.10 0.15 -0.23
H 0.697 1.430 0.674 0.25 0.16 -0.03
H 2.574 -0.184 0.996 -0.11 0.03 -0.12
H 2.723 0.149 -0.737 -0.10 -0.04 0.07
H -2.273 -1.093 -1.064 0.10 0.00 0.12
H -2.243 -1.316 0.693 0.06 0.02 -0.11
H -1.712 1.116 -0.621 -0.10 -0.04 0.16
```
Positions in Å, forces in eV/Å.

***

Density functional theory data (wB97M-V/def2-TZVPD) for one molecule with the formula C4H6O2.

The total energy is -306.43615 Ha. As for the SMILES: CC(=O)[C@H]1CO1. The energy relative to the best compared isomer or geometry (same formula, charge and spin) is 184.2 kJ/mol.

```
12
Properties=species:S:1:pos:R:3:forces:R:3
C -1.355 -0.576 -0.739 -0.09 0.03 -0.06
C -0.738 -0.390 0.624 -0.20 -0.15 0.19
O -1.361 -0.608 1.638 0.22 0.08 -0.31
C 0.721 0.007 0.762 -0.01 -0.17 0.09
C 1.474 0.837 -0.179 0.12 -0.03 -0.30
O 0.933 1.390 1.010 -0.02 0.18 0.12
H -0.983 -1.515 -1.163 0.04 0.08 0.04
H -2.438 -0.652 -0.635 0.10 0.02 0.01
H -1.102 0.217 -1.446 0.04 -0.01 0.13
H 1.271 -0.658 1.429 -0.06 0.08 -0.05
H 1.019 1.198 -1.100 0.02 -0.12 0.12
H 2.560 0.748 -0.203 -0.17 0.02 0.02
```
Positions in Å, forces in eV/Å.

***

Density functional theory data (wB97M-V/def2-TZVPD) for a 2-piece molecular cluster, C4H6O2 overall at a distorted geometry.

The total energy is -306.42076 Ha. As for the SMILES: C=C=O.C=CO. The energy relative to the best compared isomer or geometry (same formula, charge and spin) is 224.6 kJ/mol.

```
12
Properties=species:S:1:pos:R:3:forces:R:3
C -1.715 -0.242 0.455 -0.11 -0.21 -0.04
C -1.169 -1.008 -0.477 -0.06 -0.43 -0.60
O -0.790 -1.664 -1.357 -0.38 0.54 0.78
H -1.269 -0.118 1.432 -0.06 -0.11 -0.20
H -2.736 0.066 0.274 0.03 0.01 0.01
C 1.409 -0.344 0.292 0.20 0.25 0.03
C 1.309 0.775 -0.431 0.29 -0.31 0.01
O 0.431 1.789 -0.258 -0.11 -0.03 0.11
H 0.841 -0.513 1.203 0.08 0.03 -0.21
H 2.092 -1.126 -0.017 0.04 0.21 0.07
H 1.967 0.959 -1.278 -0.09 -0.06 0.07
H -0.370 1.426 0.163 0.18 0.12 -0.03
```
Positions in Å, forces in eV/Å.

***

Here are the calculated gap between HOMO and LUMO numbers, same order: 0.39721, 0.39590, 0.36710 (Eh).